# 1
{"formula": "C2H2BrNO2S2", "method": "ωB97M-V with the def2-TZVPD basis set", "symbols": ["C", "C", "N", "O", "O", "S", "S", "Br", "H", "H"], "xyz": [[-2.694, -0.620, 0.028], [0.935, 0.029, 0.836], [-1.905, 0.234, 0.079], [2.762, 1.507, -0.821], [0.692, 0.861, -1.949], [-3.669, -1.910, -0.100], [1.346, 1.396, -0.747], [1.237, -1.502, -0.139], [1.408, -0.149, 1.784], [-0.111, 0.154, 1.029]], "lowdin_charge": [-0.811, -0.670, 0.124, -0.396, -0.450, 0.789, 0.734, 0.718, 0.019, -0.057], "total_energy_ha": -3652.87562, "orbital_gap_ha": [0.2947, 0.1986], "charge": 0, "lumo_ev": [-2.42, -3.95], "homo_energy_ev": [-10.4, -9.4]}

# 2
{"formula": "C2H2CaO2", "method": "ωB97M-V with the def2-TZVPD basis set", "symbols": ["O", "C", "C", "O", "Ca", "H", "H"], "xyz": [[1.189, 0.314, -0.383], [0.156, -0.448, -0.251], [-1.161, 0.087, -0.119], [-1.391, 1.253, 0.258], [2.853, 0.965, 0.525], [0.316, -1.492, 0.053], [-1.962, -0.680, -0.084]], "lowdin_charge": [-0.428, -0.260, -0.274, 0.006, 1.720, 0.116, 0.121], "total_energy_ha": -905.19974, "s_squared": 0.764, "orbital_gap_ha": [0.1750, 0.2215], "charge": 1, "lumo_ev": [-6.31, -6.36], "homo_energy_ev": [-11.1, -12.4], "spin_multiplicity": 2}

# 3
{"formula": "C2H2Cl2O2", "method": "ωB97M-V with the def2-TZVPD basis set", "symbols": ["C", "C", "O", "O", "Cl", "Cl", "H", "H"], "xyz": [[1.629, -0.003, -0.128], [-1.331, -0.423, 0.601], [-0.903, 0.324, -0.343], [1.673, 0.744, -1.036], [1.941, 0.491, 1.517], [-2.996, -0.954, 0.448], [1.442, -1.079, -0.165], [-1.455, 0.900, -0.894]], "lowdin_charge": [-0.757, -0.552, -0.095, 0.006, 0.628, 0.555, 0.084, 0.130], "total_energy_ha": -1148.17420, "orbital_gap_ha": 0.3566, "charge": 0, "lumo_ev": 0.03, "homo_energy_ev": -9.7}

# 4
{"formula": "C2H2Cl2O2", "method": "ωB97M-V with the def2-TZVPD basis set", "symbols": ["C", "C", "O", "O", "Cl", "Cl", "H", "H"], "xyz": [[0.521, 0.009, 0.256], [-0.900, -1.202, -0.841], [0.471, 1.154, 0.409], [-2.177, -0.793, -0.703], [-0.523, -2.816, -0.475], [-0.332, -0.843, -2.544], [1.139, -0.771, 0.715], [-2.550, -0.781, -1.638]], "lowdin_charge": [-0.119, -1.254, 0.117, -0.117, 0.646, 0.529, 0.088, 0.110], "total_energy_ha": -1148.18379, "orbital_gap_ha": 0.3445, "charge": 0, "lumo_ev": 0.40, "homo_energy_ev": -9.0}

# 5
{"formula": "C2H2Cl2O2S", "method": "ωB97M-V with the def2-TZVPD basis set", "symbols": ["C", "C", "O", "O", "S", "Cl", "Cl", "H", "H"], "xyz": [[0.317, -0.464, 0.430], [1.366, 0.040, -0.304], [-1.178, 0.559, -1.459], [-1.500, 1.298, 0.906], [-1.230, 0.302, -0.040], [3.060, -0.166, 0.029], [-2.627, -1.169, 0.237], [0.477, -0.938, 1.359], [1.315, 0.537, -1.158]], "lowdin_charge": [-0.217, -0.543, -0.341, -0.314, 0.307, 0.648, 0.378, 0.079, 0.003], "total_energy_ha": -1546.40109, "orbital_gap_ha": 0.3915, "charge": 0, "smiles": "O=S(=O)(Cl)/C=C/Cl", "lumo_ev": -0.08, "homo_energy_ev": -10.7}

# 6
{"formula": "C2H2Cl3NO", "method": "ωB97M-V with the def2-TZVPD basis set", "symbols": ["C", "C", "N", "O", "Cl", "Cl", "Cl", "H", "H"], "xyz": [[0.046, -0.493, 0.469], [0.308, 0.830, -0.186], [-0.741, -1.525, -0.189], [-1.075, -0.936, 1.100], [0.953, 0.601, -1.747], [-1.436, 1.660, -0.229], [1.241, 2.057, 0.708], [1.918, -1.190, 1.023], [-1.214, -1.004, -0.948]], "lowdin_charge": [-0.537, -1.525, 0.080, -0.046, 0.673, 0.490, 0.558, 0.230, 0.076], "total_energy_ha": -1587.72577, "orbital_gap_ha": [0.3422, 0.3329], "charge": 0, "lumo_ev": [-1.35, -1.09], "homo_energy_ev": [-10.7, -10.1]}

# 7
{"formula": "C2H2Cl3NO", "method": "ωB97M-V with the def2-TZVPD basis set", "symbols": ["C", "C", "N", "O", "Cl", "Cl", "Cl", "H", "H"], "xyz": [[-0.129, 0.356, -0.761], [-0.094, -0.044, 0.940], [0.637, -0.261, -1.652], [1.205, -1.307, -1.444], [-1.232, 1.144, 1.634], [1.476, 0.306, 1.653], [-0.631, -1.628, 1.301], [-1.085, 0.020, -1.065], [-0.147, 1.414, -0.607]], "lowdin_charge": [-0.277, -1.619, -0.074, 0.036, 0.550, 0.572, 0.616, 0.112, 0.084], "total_energy_ha": -1587.84905, "orbital_gap_ha": 0.3270, "charge": 0, "smiles": "O=NCC(Cl)(Cl)Cl", "lumo_ev": -0.55, "homo_energy_ev": -9.4}

# 8
{"formula": "C2H2Cl3NS", "method": "ωB97M-V with the def2-TZVPD basis set", "symbols": ["C", "C", "N", "S", "Cl", "Cl", "Cl", "H", "H"], "xyz": [[0.637, -0.220, -0.301], [-3.427, 0.296, 0.353], [0.649, 0.945, -0.390], [0.753, 2.536, -0.336], [-3.396, -1.509, 0.383], [-3.815, 0.990, -1.225], [-4.581, 0.974, 1.555], [-2.454, 0.608, 0.683], [0.835, -1.350, -0.140]], "lowdin_charge": [0.041, -1.498, -0.682, 0.521, 0.484, 0.524, 0.493, -0.016, 0.133], "total_energy_ha": -1910.84105, "orbital_gap_ha": 0.3392, "charge": 0, "smiles": "C#[N+][S-].ClC(Cl)Cl", "lumo_ev": 0.36, "homo_energy_ev": -8.9}

Energy relative to the best compared isomer or geometry (same formula, charge and spin) for every record listed, in sequence, given in kJ/mol: 191.3, 0.0, 346.8, 321.7, 138.6, 650.3, 326.6, 177.5.